(1)
{
  "formula": "C18H21N3O4",
  "method": "ωB97M-V with the def2-TZVPD basis set",
  "elements": ["C", "H", "H", "O", "C", "C", "C", "C", "C", "C", "H", "O", "C", "H", "H", "H", "H", "C", "O", "N", "H", "C", "H", "H", "C", "H", "H", "C", "N", "C", "O", "C", "C", "C", "C", "N", "C", "H", "H", "H", "H", "H", "H", "H", "H", "H"],
  "coordinates": [[-0.2717, 2.7726, 5.2685], [-0.1859, 3.2511, 6.2427], [-0.7675, 3.4570, 4.5729], [1.0469, 2.4911, 4.8663], [1.2508, 1.9060, 3.6546], [0.2462, 1.5291, 2.7764], [0.5940, 0.9489, 1.5555], [1.9199, 0.7545, 1.2181], [2.9321, 1.1169, 2.1107], [2.5912, 1.6880, 3.3262], [3.3293, 1.9942, 4.0485], [4.2000, 0.8720, 1.7004], [5.2658, 1.2405, 2.5437], [5.2718, 2.3181, 2.7341], [6.1727, 0.9637, 2.0089], [5.2282, 0.7026, 3.4962], [2.1814, 0.3245, 0.2654], [-0.4398, 0.5424, 0.5637], [-0.2566, 0.6217, -0.6413], [-1.5936, 0.0768, 1.0924], [-1.6408, -0.0949, 2.0837], [-2.6890, -0.4017, 0.2799], [-2.5800, 0.0592, -0.7042], [-3.6289, -0.0614, 0.7241], [-2.7109, -1.9277, 0.1392], [-3.5454, -2.1973, -0.5089], [-2.8695, -2.3910, 1.1151], [-1.4144, -2.4835, -0.4660], [-1.0760, -1.8529, -1.7170], [-1.5095, -2.3409, -2.8962], [-2.1314, -3.3859, -2.9924], [-1.1452, -1.5352, -4.1022], [-1.2029, -2.1701, -5.3418], [-0.8903, -1.4586, -6.4852], [-0.5367, -0.1246, -6.3446], [-0.4953, 0.4953, -5.1778], [-0.7905, -0.1862, -4.0853], [-0.7431, 0.3913, -3.1711], [-0.2792, 0.4823, -7.2033], [-0.9210, -1.9233, -7.4587], [-1.4928, -3.2103, -5.3783], [-0.6410, -0.9389, -1.6541], [-0.5803, -2.3414, 0.2272], [-1.5448, -3.5514, -0.6590], [-0.7902, 1.7191, 3.0049], [-0.8662, 1.8584, 5.3681]],
  "forces_ev_per_a": [[-0.2298, 0.0437, 0.0644], [-0.0593, -0.0329, -0.0696], [0.0176, -0.0381, 0.0167], [0.3116, -0.0865, -0.2064], [0.0322, -0.1268, -0.0910], [-0.1527, 0.0977, 0.2446], [0.6427, 0.1331, 0.0715], [-0.1093, -0.0336, -0.0622], [-0.2785, 0.0357, 0.0911], [0.1417, 0.0495, 0.0493], [0.1280, 0.0223, 0.0598], [-0.3016, -0.0628, -0.1638], [0.1910, 0.0604, 0.1542], [-0.0103, -0.0386, -0.0010], [-0.0437, 0.0382, 0.0808], [-0.0078, 0.0269, -0.0335], [0.0228, -0.0402, -0.1305], [-0.2500, -0.0514, 0.2973], [0.2320, 0.0893, -0.2690], [-0.0759, -0.0076, 0.2259], [0.1424, 0.0700, -0.0415], [-0.2596, -0.2308, -0.1767], [-0.0991, -0.0096, 0.1246], [0.0788, 0.0304, -0.1012], [0.2965, 0.1905, -0.1405], [-0.0667, -0.0563, 0.0207], [-0.0748, -0.0416, 0.0400], [-0.2845, -0.1688, 0.1264], [0.1218, 0.2137, 0.0258], [0.1425, 0.0895, 0.1500], [-0.1292, -0.1820, -0.0902], [-0.0453, 0.0496, -0.4888], [0.0105, 0.0891, 0.1538], [0.0127, 0.0157, 0.1263], [-0.0402, -0.1616, -0.2157], [0.1536, 0.5566, -0.0644], [-0.0888, -0.3966, 0.2317], [-0.0343, -0.0542, 0.1837], [0.0035, -0.0295, -0.1199], [0.0093, -0.0185, -0.0776], [-0.0340, -0.0462, 0.0157], [-0.0252, -0.1274, -0.0943], [-0.0475, -0.0621, -0.0507], [0.1165, 0.1194, 0.1106], [-0.0825, 0.0488, 0.0475], [0.0233, 0.0338, -0.0238]],
  "relative_energy_kj_mol": 156.18,
  "charge": 0,
  "smiles": "COc1cc(OC)cc(C(=O)NCCCNC(=O)c2cccnc2)c1"
}

***

(2)
{
  "formula": "C19H39B3O17S4",
  "method": "ωB97M-V with the def2-TZVPD basis set",
  "elements": ["O", "C", "O", "B", "O", "B", "O", "B", "O", "C", "C", "C", "C", "C", "C", "H", "H", "H", "H", "H", "H", "H", "O", "S", "O", "O", "C", "C", "C", "H", "H", "H", "H", "H", "H", "H", "H", "O", "S", "O", "O", "C", "C", "C", "H", "H", "H", "H", "H", "H", "H", "H", "O", "S", "O", "O", "C", "C", "C", "H", "H", "H", "H", "H", "H", "H", "H", "O", "S", "O", "O", "C", "C", "C", "H", "H", "H", "H", "H", "H", "H", "H"],
  "coordinates": [[-2.9452, -4.8530, -3.0057], [-2.0397, -4.8681, -2.1197], [-1.2943, -3.6706, -1.9375], [0.1302, -3.9054, -1.9683], [0.8997, -3.2902, -0.8849], [1.9208, -4.2285, -0.4549], [2.7262, -4.8255, -1.5276], [1.7213, -5.5273, -2.3211], [0.7772, -4.6583, -3.0246], [-1.8685, -6.2006, -1.2812], [-1.6030, -6.1395, 0.2677], [-1.4731, -7.4833, 1.0516], [-1.6103, -8.8567, 0.3283], [-1.8642, -8.9452, -1.2056], [-2.0030, -7.5950, -1.9952], [2.1021, -4.5113, 0.6729], [1.6166, -6.6990, -2.3681], [-1.5251, -5.1199, 0.7720], [-1.3076, -7.4452, 2.1763], [-1.5207, -9.8115, 0.9529], [-1.9561, -9.9736, -1.7000], [-2.2257, -7.6907, -3.1214], [6.5373, -0.8423, 1.7099], [5.1650, -0.4866, 1.4629], [4.1088, -1.4662, 1.4869], [5.0776, 0.3421, 0.0738], [5.6047, -0.2560, -1.1101], [4.6898, -1.3430, -1.6389], [4.7132, 0.8395, 2.5435], [6.6137, -0.6393, -0.9315], [5.6883, 0.5366, -1.8574], [4.6420, -2.1882, -0.9494], [5.0472, -1.7162, -2.6019], [3.6712, -0.9657, -1.7599], [5.4862, 1.6062, 2.5091], [4.6316, 0.4342, 3.5529], [3.7509, 1.2402, 2.2263], [1.7718, 0.4709, 6.3345], [0.3977, 0.8240, 6.0909], [-0.6550, -0.1575, 6.1171], [0.3060, 1.6502, 4.7026], [0.8333, 1.0506, 3.5175], [-0.0782, -0.0402, 2.9889], [-0.0531, 2.1503, 7.1729], [1.8433, 0.6696, 3.6960], [0.9138, 1.8421, 2.7682], [-0.1237, -0.8860, 3.6782], [0.2815, -0.4117, 2.0262], [-1.0963, 0.3330, 2.8669], [0.7193, 2.9175, 7.1355], [-0.1308, 1.7442, 8.1819], [-1.0167, 2.5503, 6.8591], [-1.9622, 1.3264, 0.8868], [-3.3355, 1.6754, 0.6343], [-4.3856, 0.6912, 0.6555], [-3.4213, 2.4996, -0.7558], [-2.8848, 1.8999, -1.9376], [-3.7906, 0.8051, -2.4700], [-3.7964, 3.0013, 1.7125], [-1.8746, 1.5230, -1.7534], [-2.8024, 2.6914, -2.6864], [-3.8375, -0.0403, -1.7807], [-3.4244, 0.4340, -3.4304], [-4.8109, 1.1757, -2.5976], [-3.0256, 3.7707, 1.6789], [-3.8789, 2.5957, 2.7214], [-4.7593, 3.3984, 1.3927], [-0.6336, 5.4740, -1.4634], [-1.5065, 5.8526, -2.5431], [-1.7626, 4.9777, -3.6581], [-1.0462, 7.2973, -3.1094], [0.3034, 7.4582, -3.5468], [0.5389, 6.7981, -4.8926], [-3.0623, 6.3581, -1.8680], [0.9995, 7.0792, -2.7928], [0.4810, 8.5322, -3.6394], [0.4448, 5.7126, -4.8229], [1.5418, 7.0242, -5.2634], [-0.1965, 7.1405, -5.6248], [-2.8847, 7.0493, -1.0449], [-3.5730, 5.4648, -1.5055], [-3.6521, 6.8295, -2.6536]],
  "forces_ev_per_a": [[3.7057, -0.0821, 3.6517], [-3.7264, -0.3672, -3.4957], [1.5217, -3.0362, 0.2548], [0.4573, 1.3766, 0.0685], [-0.1489, -3.3529, -0.9715], [0.4396, 1.4156, -2.5692], [-3.5703, -1.1944, 0.9434], [0.9485, 2.9124, -0.4931], [-0.4105, -0.6242, 3.6194], [0.9217, -2.3667, 2.1826], [-0.1905, -3.5409, -2.2158], [-0.7824, 0.1615, -3.5521], [-0.2084, 2.9620, -1.7329], [0.3143, 4.0056, 2.3081], [0.4220, -0.5088, 2.8704], [0.0615, 0.1793, 0.1494], [0.1831, -0.1476, -0.1834], [-0.0977, -1.6784, -0.7041], [-0.2445, -0.1156, -1.7701], [-0.1361, 1.6068, -1.0797], [0.1276, 1.9140, 0.6857], [0.4463, 0.5638, 2.0587], [-0.6341, -0.1871, -0.2605], [-0.2382, 0.4878, -0.2332], [0.7217, 0.2140, -0.0157], [-0.0425, 0.0319, 1.0315], [0.2111, -0.5804, -0.7993], [-0.1558, -0.2775, 0.0988], [-0.0014, 0.1438, -0.0784], [-0.0870, 0.0548, 0.1726], [-0.0633, 0.1587, 0.3486], [0.0416, 0.0456, -0.0728], [0.0110, 0.1113, 0.0597], [0.1077, 0.0216, -0.0492], [-0.0539, -0.0951, -0.0478], [0.0418, -0.1060, -0.1321], [0.0945, -0.0637, -0.0270], [-0.5862, -0.1603, -0.2155], [-0.2830, 0.4259, -0.4111], [0.7393, 0.2468, 0.0689], [-0.0241, 0.0862, 1.1186], [0.1686, -0.6861, -0.9125], [-0.1288, -0.3192, 0.2268], [0.0065, 0.1532, -0.0779], [-0.0943, 0.0419, 0.2101], [-0.1007, 0.1701, 0.3323], [0.0982, 0.0567, -0.0334], [-0.0211, 0.1519, 0.0393], [0.2029, 0.0053, -0.0884], [-0.0554, -0.0927, -0.0402], [0.0473, -0.0982, -0.1457], [0.0875, -0.0799, -0.0142], [-0.6476, -0.1176, -0.2728], [-0.3003, 0.4541, -0.4036], [0.7510, 0.2483, 0.0547], [-0.0763, 0.1019, 1.1119], [0.2319, -0.6139, -0.9691], [-0.1213, -0.2635, 0.1694], [0.0179, 0.1657, -0.0830], [-0.0916, 0.0780, 0.1798], [-0.0197, 0.1607, 0.3547], [0.0251, 0.0465, -0.0761], [0.0185, 0.1277, 0.0636], [0.1116, 0.0253, -0.0536], [-0.0364, -0.0944, -0.0423], [0.0459, -0.0994, -0.1405], [0.0763, -0.0887, -0.0078], [-0.1555, -0.0715, -0.6829], [-0.2206, 0.6029, -0.0832], [0.3582, 0.1491, 0.6193], [-0.6948, -0.5515, 0.5264], [0.9191, -0.0411, -0.4824], [-0.0453, -0.2883, -0.1151], [-0.0224, 0.1641, -0.0129], [-0.1893, -0.0478, 0.0434], [-0.3289, -0.0632, 0.1955], [0.0274, 0.0860, 0.0092], [-0.0815, 0.0776, 0.0843], [0.0953, 0.0494, 0.0716], [0.0405, -0.0522, -0.0991], [0.1732, -0.0377, -0.0712], [0.0963, -0.0506, 0.0343]],
  "charge": 0,
  "smiles": "O=C(OB1OBOBO1)c1ccccc1.CCOS(C)(=O)=O.CCOS(C)(=O)=O.CCOS(C)(=O)=O.CCOS(C)(=O)=O"
}

***

(3)
{
  "formula": "C4H8O2",
  "method": "ωB97M-V with the def2-TZVPD basis set",
  "elements": ["C", "C", "O", "C", "C", "O", "H", "H", "H", "H", "H", "H", "H", "H"],
  "coordinates": [[1.8298, 0.0274, 0.0732], [0.5367, 0.8038, 0.0461], [0.5134, 1.9664, -0.3106], [-1.0960, -1.0881, -0.4071], [-0.7855, 0.1429, 0.4463], [-1.8165, 1.0806, 0.3243], [1.8946, -0.6646, 0.9182], [1.9194, -0.5588, -0.8494], [2.6578, 0.7391, 0.1056], [-1.0711, -0.8327, -1.4717], [-0.3993, -1.9113, -0.2155], [-0.6914, -0.1728, 1.5003], [-2.1083, -1.4261, -0.1681], [-1.3834, 1.8944, 0.0084]],
  "forces_ev_per_a": [[0.0220, 0.0001, 0.0155], [0.0014, 0.2842, -0.1030], [0.0285, -0.4009, 0.1163], [0.0179, -0.0533, -0.0444], [0.1788, -0.1601, -0.0143], [-0.0061, 0.1319, -0.0123], [-0.1051, 0.0896, -0.1131], [-0.0739, 0.0571, 0.1305], [-0.1150, -0.1303, 0.0015], [0.0155, -0.0244, 0.1398], [-0.0669, 0.1376, -0.0276], [0.0469, 0.0733, -0.1381], [0.1714, 0.0330, -0.0076], [-0.1155, -0.0377, 0.0569]],
  "relative_energy_kj_mol": 63.36,
  "charge": 0,
  "smiles": "CC(=O)[C@H](C)O"
}

***

| no. | HOMO (eV) | frontier orbital gap (eV) | E_LUMO (eV) |
| --- | --- | --- | --- |
| 1 | -8.764 | 9.230 | 0.5 |
| 2 | -9.286 | 8.930 | -0.4 |
| 3 | -10.243 | 11.096 | 0.9 |